Molecular formula: C4H21N3O6
Method: DFT, wB97M-V/def2-TZVPD

Last column: natural (NBO) charge in e.
Element x y z (Å)
C 1.860 -0.037 0.136  -0.245
N 0.632 -0.707 -0.303  -0.653
C 0.376 -0.975 -1.614  0.804
N 1.430 -1.227 -2.432  -0.831
O -0.782 -1.023 -2.052  -0.740
C 2.084 1.326 -0.519  -0.238
N 0.915 2.188 -0.404  -0.655
C 0.748 2.762 0.936  -0.447
H 2.705 -0.707 -0.042  0.188
H 1.762 0.066 1.217  0.248
H -0.183 -0.421 0.225  0.432
H 2.346 -1.406 -2.061  0.397
H 1.202 -1.569 -3.346  0.415
H 2.979 1.780 -0.068  0.178
H 2.307 1.181 -1.577  0.201
H 0.958 2.921 -1.096  0.371
H 0.586 1.973 1.668  0.239
H 1.608 3.371 1.237  0.171
H -0.151 3.378 0.935  0.207
H -2.923 -3.109 -1.040  0.476
H -2.212 -1.797 -1.366  0.503
O -3.028 -2.156 -0.959  -0.979
H -2.328 0.236 0.599  0.513
H -2.857 -1.218 0.616  0.518
O -2.401 -0.556 1.179  -1.052
H -1.388 -2.028 1.789  0.493
H -0.045 -2.599 1.334  0.467
O -0.702 -2.678 2.036  -0.972
H -0.999 0.108 2.286  0.498
H 0.053 -0.674 2.999  0.490
O -0.095 0.208 2.640  -0.988
H -1.638 0.522 -1.453  0.494
H -0.971 1.641 -0.687  0.492
O -1.847 1.226 -0.811  -0.996

Computed properties:
- DFT total energy (eV) = -21246.1764
- molar mass (g mol⁻¹) = 207.2
- relative energy (zero: lowest compared OMol25 entry of this formula, charge and spin) (eV) = 0.000
- LUMO (eV) = 0.39
- SMILES string = CNCCNC(N)=O.O.O.O.O.O
- orbital gap (hartree) = 0.3720

=====

Molecular formula: C5H6NO
Method: DFT, wB97M-V/def2-TZVPD

Last column: natural (NBO) charge in e.
Element x y z (Å)
C 0.578 -0.350 -0.319  -0.109
C 0.452 0.425 0.653  0.440
C -0.549 1.639 2.490  0.493
C 0.891 -0.989 -1.441  0.082
C 0.088 -1.833 -2.382  -0.648
N -0.027 0.684 1.766  -0.418
O -1.068 2.954 2.209  -0.597
H -1.438 3.139 3.101  0.510
H -0.751 1.409 3.617  0.206
H 1.891 -1.152 -1.841  0.255
H 0.268 -1.261 -3.220  0.264
H -0.978 -1.915 -2.060  0.251
H 0.644 -2.750 -2.574  0.271

Computed properties:
- charge = +1
- DFT total energy (eV) = -8808.3321
- molar mass (g mol⁻¹) = 96.1
- relative energy (zero: lowest compared OMol25 entry of this formula, charge and spin) (eV) = 4.619
- LUMO (eV) = -5.96
- SMILES string = CC=C=C=[N+]=CO
- orbital gap (hartree) = 0.3080

=====

Molecular formula: C4H8N2
Method: DFT, wB97M-V/def2-TZVPD

Last column: natural (NBO) charge in e.
Element x y z (Å)
C 0.104 -1.201 0.643  -0.393
C -0.638 -0.250 0.140  0.016
C 0.058 1.131 0.036  -0.665
C -1.941 -0.343 -0.516  -0.644
N 4.287 0.199 0.352  0.004
N 3.563 0.000 -0.456  -0.003
H 1.041 -0.996 1.001  0.183
H 0.220 1.844 0.957  0.226
H 1.045 0.980 -0.419  0.222
H -0.339 1.810 -0.779  0.207
H -2.384 -1.380 -0.662  0.224
H -1.963 0.252 -1.420  0.223
H -2.817 0.058 0.223  0.216
H -0.235 -2.104 0.899  0.184

Computed properties:
- DFT total energy (eV) = -7257.1531
- molar mass (g mol⁻¹) = 84.1
- relative energy (zero: lowest compared OMol25 entry of this formula, charge and spin) (eV) = 0.722
- LUMO (eV) = 1.17
- SMILES string = C=C(C)C.N#N
- orbital gap (hartree) = 0.3840

=====

Molecular formula: C21H41BCuF4N5O2Si2Te
Method: DFT, wB97M-V/def2-TZVPD

Last column: Mulliken charge in e.
Element x y z (Å)
Cu 11.533 15.627 8.633  -0.355
N 13.569 15.319 8.301  -0.469
C 14.261 16.139 9.294  3.036
C 15.683 16.520 8.806  -1.324
C 16.518 17.614 9.508  -0.409
C 16.802 17.382 11.022  -1.025
N 16.839 16.085 11.685  -0.181
C 15.827 15.579 12.440  0.704
N 14.706 16.271 12.454  -0.215
N 16.083 14.370 12.994  -0.430
C 13.452 17.354 9.737  0.375
O 13.919 18.025 10.681  -0.827
O 12.259 17.498 9.262  -0.784
H 13.656 14.392 8.555  0.296
H 13.821 15.577 7.389  0.219
H 14.371 15.732 10.307  -1.646
H 15.546 16.807 7.716  0.371
H 16.294 15.628 8.824  0.272
H 16.076 18.645 9.418  0.289
H 17.551 17.611 9.081  0.459
H 16.054 17.930 11.590  0.431
H 17.707 17.980 11.308  0.447
H 17.636 15.481 11.502  0.237
H 14.507 17.095 11.902  0.050
H 13.988 15.809 13.015  0.357
H 16.947 13.916 12.869  0.167
H 15.294 13.815 13.217  0.297
C 10.501 9.589 9.715  -1.021
Si 9.327 11.034 9.367  0.410
C 8.333 11.311 10.893  -0.908
C 8.164 10.531 7.965  -1.099
C 10.367 12.625 9.050  0.246
Te 9.374 14.406 8.673  0.448
C 8.777 14.668 10.640  -0.416
Si 8.338 16.492 11.181  0.215
C 7.811 17.458 9.647  -0.950
C 9.855 17.270 11.954  -0.605
C 6.889 16.379 12.384  -1.200
H 9.974 8.784 10.185  0.438
H 11.338 9.847 10.365  0.253
H 10.847 9.248 8.750  0.251
H 8.285 10.335 11.521  0.350
H 7.317 11.672 10.770  0.298
H 9.083 11.922 11.451  0.171
H 7.482 9.801 8.300  0.381
H 8.720 10.135 7.093  0.332
H 7.575 11.459 7.563  0.225
H 10.908 12.421 8.129  0.469
H 10.982 12.861 10.003  -0.619
H 9.587 14.384 11.335  -0.057
H 7.957 14.052 10.946  0.405
H 8.759 17.675 8.998  0.204
H 7.459 18.504 9.914  0.316
H 7.060 16.922 9.059  0.326
H 10.477 17.576 11.121  0.081
H 10.370 16.552 12.672  0.122
H 9.513 18.182 12.474  0.450
H 6.291 15.560 12.051  0.364
H 6.322 17.273 12.444  0.358
H 7.195 16.136 13.422  0.300
N 12.801 9.434 7.283  -0.533
C 13.601 9.665 8.062  0.030
C 14.693 9.978 8.963  0.620
C 15.967 9.488 8.518  -0.864
C 17.147 9.958 9.137  -0.479
C 17.008 10.841 10.251  -0.452
C 15.777 11.317 10.618  0.119
C 14.607 10.882 10.013  -0.257
H 16.018 8.976 7.593  0.449
H 18.064 9.634 8.764  0.467
H 17.936 11.256 10.791  0.244
H 15.694 12.050 11.464  0.011
H 13.705 11.335 10.288  0.562
F 12.211 15.035 11.470  0.303
B 12.885 13.880 11.795  -0.285
F 13.444 14.054 13.105  -0.470
F 11.980 12.823 11.883  -0.171
F 13.865 13.613 10.788  -0.172

Computed properties:
- DFT total energy (eV) = -113231.0420
- molar mass (g mol⁻¹) = 729.7
- relative energy (zero: lowest compared OMol25 entry of this formula, charge and spin) (eV) = 0.000
- LUMO (eV) = -0.06
- orbital gap (hartree) = 0.2980

=====

Molecular formula: C5H7NO
Method: DFT, wB97M-V/def2-TZVPD

Last column: natural (NBO) charge in e.
Element x y z (Å)
C -1.902 0.201 0.005  -0.600
C -0.692 -0.389 0.739  -0.530
C 0.534 0.355 0.330  0.152
C 1.928 -0.205 0.303  -0.175
O 2.263 0.362 -0.979  -0.473
C 1.010 0.695 -1.346  0.402
N 0.210 0.711 -2.238  -0.303
H -1.948 1.276 0.208  0.214
H -2.848 -0.252 0.309  0.210
H -1.774 0.086 -1.075  0.235
H -0.872 -0.290 1.827  0.245
H -0.575 -1.479 0.596  0.219
H 2.561 0.217 1.086  0.207
H 2.104 -1.289 0.236  0.197

Computed properties:
- DFT total energy (eV) = -8830.6871
- molar mass (g mol⁻¹) = 97.1
- relative energy (zero: lowest compared OMol25 entry of this formula, charge and spin) (eV) = 5.516
- LUMO (alpha / beta) (eV) = -0.85 / -1.33
- orbital gap (alpha / beta) (hartree) = 0.3051 / 0.2803

=====

Molecular formula: C37H27IrN6O2S
Method: DFT, wB97M-V/def2-TZVPD

Last column: Mulliken charge in e.
Element x y z (Å)
Ir 0.232 -0.076 -0.343  2.098
C 1.873 -4.117 -0.356  -0.987
C 2.010 -4.389 0.994  -0.510
C 1.437 -3.530 1.923  -0.944
C 0.753 -2.419 1.476  0.326
N 0.632 -2.153 0.162  -0.069
C 1.176 -2.985 -0.734  0.123
C 0.116 -1.431 2.358  1.134
C -0.115 -1.585 3.712  -0.945
C -0.715 -0.541 4.402  -0.775
C -1.081 0.616 3.730  -1.001
C -0.834 0.703 2.370  1.227
N -0.251 -0.313 1.729  0.001
C -1.167 1.844 1.508  0.246
C -1.647 3.052 1.972  -1.028
C -1.975 4.044 1.057  -0.611
C -1.820 3.800 -0.295  -1.110
C -1.298 2.581 -0.695  0.020
N -0.982 1.631 0.188  0.125
H 2.306 -4.761 -1.107  0.438
H 2.561 -5.257 1.329  0.476
H 1.548 -3.719 2.981  0.388
H 1.036 -2.734 -1.776  0.482
H 0.157 -2.498 4.223  0.427
H -0.893 -0.628 5.465  0.466
H -1.562 1.425 4.259  0.420
H -1.751 3.232 3.032  0.415
H -2.346 4.999 1.406  0.473
H -2.079 4.543 -1.036  0.494
H -1.112 2.368 -1.737  0.633
O 2.642 -0.223 -0.226  -0.741
C 2.637 0.762 -1.002  0.037
N 3.632 1.429 -1.569  0.252
C 3.134 2.482 -2.469  3.094
C 1.594 2.345 -2.210  -0.639
O 0.712 3.021 -2.677  -0.538
N 1.441 1.271 -1.371  -0.212
C 3.678 3.857 -2.095  -0.351
C 4.993 3.958 -1.647  -0.122
C 5.536 5.192 -1.326  -1.064
C 4.764 6.339 -1.422  -0.448
C 3.463 6.248 -1.892  -0.988
C 2.923 5.014 -2.229  -0.157
C 3.392 2.134 -3.942  -0.219
C 4.457 1.304 -4.282  -0.384
C 4.727 1.012 -5.612  -0.941
C 3.911 1.510 -6.615  -0.471
C 2.850 2.339 -6.282  -1.027
C 2.596 2.657 -4.955  0.039
H 4.598 1.230 -1.376  0.357
H 5.627 3.081 -1.581  0.245
H 6.566 5.257 -1.002  0.410
H 5.173 7.297 -1.130  0.427
H 2.854 7.138 -1.978  0.422
H 1.902 4.958 -2.583  0.452
H 5.106 0.894 -3.520  0.285
H 5.578 0.394 -5.862  0.414
H 4.102 1.255 -7.649  0.441
H 2.203 2.733 -7.056  0.470
H 1.762 3.304 -4.714  0.455
S -3.625 -1.295 -2.446  -0.196
C -2.468 -1.075 -1.226  -0.249
N -1.296 -0.673 -1.628  0.127
C -1.245 -0.501 -3.019  -0.677
C -0.149 -0.096 -3.783  -0.015
C -0.308 0.029 -5.144  -0.773
C -1.537 -0.262 -5.755  -0.668
C -2.621 -0.682 -5.017  -0.508
C -2.462 -0.797 -3.637  0.902
H -2.696 -1.270 -0.187  0.416
H 0.796 0.111 -3.304  0.324
H 0.525 0.356 -5.752  0.511
H -1.640 -0.160 -6.827  0.432
H -3.565 -0.915 -5.492  0.446

Computed properties:
- charge = +2
- DFT total energy (eV) = -65505.3270
- molar mass (g mol⁻¹) = 811.9
- LUMO (eV) = -6.76
- orbital gap (hartree) = 0.2317

=====

Molecular formula: C10H32N8O6
Method: DFT, wB97M-V/def2-TZVPD

Last column: natural (NBO) charge in e.
Element x y z (Å)
C 1.651 0.497 0.781  0.762
O 1.736 0.604 2.147  -0.797
N 0.744 -0.152 0.124  -0.882
N 2.425 1.247 0.064  -0.851
H 0.196 -0.783 0.727  0.458
H 0.733 -0.421 -0.870  0.402
H 3.221 1.508 0.612  0.423
H 2.289 1.306 -0.981  0.427
C -1.979 -0.790 -1.682  0.738
O -2.114 -0.409 -0.431  -0.654
N -2.435 -1.912 -2.178  -0.840
N -1.271 -0.087 -2.579  -0.880
H -2.928 -2.498 -1.479  0.446
H -2.321 -2.120 -3.222  0.418
H -0.702 0.724 -2.387  0.433
H -1.363 -0.277 -3.593  0.398
C 1.375 -2.243 -2.542  0.748
O 2.519 -2.889 -2.449  -0.709
N 0.273 -2.744 -2.106  -0.851
N 1.113 -1.032 -2.925  -0.879
H 0.273 -3.735 -1.810  0.407
H -0.640 -2.309 -2.086  0.384
H 1.878 -0.398 -3.149  0.433
H 0.135 -0.664 -2.799  0.381
C 0.861 2.338 -2.723  0.739
O 2.174 1.862 -2.785  -0.760
N 0.394 2.910 -3.746  -0.787
N 0.043 2.187 -1.734  -0.870
H 0.991 3.211 -4.523  0.425
H -0.555 3.168 -3.955  0.395
H 0.472 1.670 -0.899  0.468
H -0.986 2.577 -1.603  0.446
C -0.958 -3.915 1.247  -0.636
C -0.327 -2.794 2.024  0.120
C 1.114 -2.756 1.506  -0.667
O -0.744 -1.657 1.807  -0.681
H -0.485 -4.845 1.167  0.220
H -0.881 -3.586 0.233  0.183
H -2.026 -3.967 1.468  0.193
H -0.573 -2.923 3.056  0.144
H 1.852 -1.968 1.882  0.244
H 1.171 -2.672 0.420  0.215
H 1.598 -3.631 1.816  0.210
H -1.537 -1.499 2.384  0.493
C -0.332 3.264 4.437  -0.626
C -1.032 2.755 3.228  0.116
C -0.397 3.349 1.958  -0.650
O -1.046 1.460 3.176  -0.724
H -0.563 4.360 4.530  0.194
H 0.740 3.235 4.211  0.208
H -0.605 2.701 5.343  0.216
H -2.066 3.046 3.299  0.147
H -0.563 4.377 1.948  0.200
H -0.958 3.073 1.114  0.187
H 0.612 3.094 1.634  0.223
H -0.196 1.151 2.896  0.499

Computed properties:
- DFT total energy (eV) = -35091.7975
- molar mass (g mol⁻¹) = 360.4
- relative energy (zero: lowest compared OMol25 entry of this formula, charge and spin) (eV) = 2.747
- LUMO (eV) = -0.42
- SMILES string = NC(N)=O.NC(N)=O.NC(N)=O.NC(N)=O.CC(C)O.CC(C)O
- orbital gap (hartree) = 0.3105

=====

Molecular formula: C3H6N2S2
Method: DFT, wB97M-V/def2-TZVPD

Last column: natural (NBO) charge in e.
Element x y z (Å)
C 0.839 -0.046 0.104  0.034
C -1.647 -0.051 -0.701  -0.300
C 2.143 -0.562 0.649  -0.645
N 0.565 1.165 0.115  -0.232
N -1.208 1.245 -0.841  -0.511
S -0.222 -1.279 -0.568  0.218
S -2.723 -0.218 0.772  -0.034
H -2.230 -0.413 -1.553  0.247
H 2.400 -0.021 1.557  0.245
H 2.920 -0.385 -0.096  0.242
H 2.069 -1.628 0.847  0.233
H -0.806 1.469 -1.746  0.363
H -2.101 0.726 1.460  0.140

Computed properties:
- DFT total energy (eV) = -27856.0837
- molar mass (g mol⁻¹) = 134.2
- relative energy (zero: lowest compared OMol25 entry of this formula, charge and spin) (eV) = 3.013
- LUMO (eV) = -0.42
- orbital gap (hartree) = 0.3135